{
  "formula": "C40H36CeClN3Si2",
  "method": "ωB97M-V with the def2-TZVPD basis set",
  "elements": ["C", "C", "H", "H", "C", "Si", "N", "C", "H", "H", "C", "C", "H", "H", "H", "C", "Cl", "C", "H", "H", "C", "H", "C", "C", "C", "C", "C", "H", "C", "H", "H", "C", "C", "Si", "H", "C", "C", "C", "C", "C", "C", "C", "C", "H", "H", "H", "N", "H", "H", "H", "H", "C", "H", "C", "H", "H", "C", "C", "C", "H", "C", "H", "C", "H", "C", "C", "H", "H", "C", "H", "H", "C", "H", "N", "H", "C", "Ce", "C", "H", "C", "H", "C", "H"],
  "xyz": [[-1.7460, -1.1810, 2.0642], [-1.5896, -3.8958, -0.6202], [-2.4407, -1.0732, -2.3138], [-2.2654, 0.4342, -0.5476], [1.8697, -1.1067, 8.4785], [0.4001, 0.1686, -2.0307], [1.4532, 1.3958, 5.3639], [1.9515, -2.4872, 8.2452], [1.9353, 0.5393, -5.5990], [1.8389, -4.6986, -7.1316], [-0.0272, -1.9040, -6.5164], [1.7829, -0.2260, 7.4000], [-1.9628, -0.4538, -4.2753], [1.3458, -2.1591, -0.5000], [-3.3783, -3.2272, -1.6257], [0.9880, 2.2696, 4.3975], [2.7551, -1.7233, 1.9029], [1.6400, 2.6132, -6.1629], [-3.5440, 2.4013, 0.2112], [-1.0071, -2.4258, 5.1037], [0.5531, -2.9599, -7.2334], [-1.5906, 0.2210, 5.1196], [-1.8864, 1.4349, -0.7656], [-0.2292, 2.9082, -1.7516], [1.3938, -3.8697, -6.5776], [1.8956, -2.1285, 5.8492], [-0.0635, 1.2349, -5.1271], [-0.6059, 5.0178, -1.5438], [1.6574, -3.7250, -5.2094], [-1.2343, -3.3185, 2.5443], [0.7049, 3.0515, -2.3045], [-0.9656, 4.0134, -1.3228], [-2.1562, 3.8410, -0.6122], [-0.4955, -0.3271, -4.2063], [-2.1584, 0.9691, 2.5648], [0.2514, -1.7473, -5.1473], [-0.4780, -1.4251, -1.4117], [-1.8520, -0.0220, 2.8948], [-1.5331, -0.4126, 4.2376], [1.2376, 1.3824, -5.6341], [1.0761, -2.6775, -4.4907], [0.8336, 3.6340, 4.7412], [-0.6850, 1.6050, -1.4731], [2.0339, -4.0715, 6.7642], [2.0104, -3.1762, 9.0915], [-1.9973, 2.1539, -4.8177], [1.4646, 0.1172, 5.0156], [0.3486, -3.0707, -8.3011], [1.8706, -0.7028, 9.4882], [1.9485, -2.4794, 4.8047], [-2.0111, -4.8612, -0.3303], [0.2944, -2.3678, -0.7206], [0.2096, 5.5663, 4.0091], [1.7487, -0.7436, 6.0965], [-1.2730, 4.3675, -5.7546], [1.4664, 0.3455, -1.0186], [0.3528, 4.5110, 3.7814], [-1.3688, -2.2907, 2.8863], [-2.6134, 2.5503, -0.3374], [0.3446, -4.2863, 0.2469], [-0.5705, 3.5298, -5.7188], [-1.9309, -1.2200, 0.9908], [-2.3577, -2.9793, -1.3389], [1.6999, 0.8560, 7.5219], [0.2241, 2.6616, 2.2253], [-1.2358, -1.8167, 4.2292], [2.3146, -4.4298, -4.6954], [2.6581, 2.7267, -6.5445], [0.7378, 3.6842, -6.2035], [1.0972, 3.9034, 5.7614], [-0.3182, 4.6693, 1.7087], [1.9678, -2.9965, 6.9365], [1.0543, 4.6464, -6.6134], [0.6819, 1.7813, 3.1549], [-0.6989, -1.2001, -7.0199], [0.0544, 4.0121, 2.4983], [0.6317, -0.7007, 2.8972], [-1.8148, -1.7483, -1.7217], [0.0184, 2.2362, 1.2355], [-0.9781, 2.2990, -5.1921], [1.2637, -2.5661, -3.4171], [-0.2675, -3.5769, -0.3045], [-2.7300, 4.7067, -0.2782]],
  "lowdin_spin": [-0.0014, 0.0000, 0.0000, 0.0000, 0.0002, 0.0000, 0.0014, 0.0001, 0.0000, 0.0000, 0.0000, -0.0001, 0.0000, 0.0000, 0.0000, 0.0002, -0.0068, 0.0000, 0.0000, 0.0008, 0.0000, -0.0001, 0.0000, 0.0000, 0.0000, 0.0003, 0.0000, 0.0000, 0.0000, -0.0001, 0.0000, 0.0000, 0.0000, 0.0000, 0.0000, 0.0000, 0.0000, -0.0013, -0.0025, 0.0000, 0.0000, 0.0000, 0.0000, 0.0000, 0.0000, 0.0000, -0.0022, 0.0000, 0.0000, 0.0000, 0.0000, 0.0000, 0.0000, 0.0002, 0.0000, 0.0000, 0.0002, -0.0003, 0.0000, 0.0000, 0.0000, 0.0003, 0.0000, 0.0000, 0.0004, 0.0024, 0.0000, 0.0000, 0.0000, 0.0000, 0.0000, 0.0001, 0.0000, -0.0011, 0.0000, 0.0002, 1.0090, 0.0000, 0.0001, 0.0000, 0.0000, 0.0000, 0.0000],
  "multiplicity": 2,
  "s_squared": 0.75,
  "gap_ev": [5.07, 5.07],
  "relative_energy_kj_mol": 0.0,
  "e_tot_ha": -3224.24574,
  "e_homo_ev": [-10.3, -10.3],
  "total_charge": 1
}

=====

{
  "formula": "C24H57FO3Si2",
  "method": "ωB97M-V with the def2-TZVPD basis set",
  "elements": ["H", "H", "H", "H", "H", "C", "H", "H", "C", "H", "H", "H", "C", "C", "H", "H", "H", "C", "H", "C", "C", "H", "O", "H", "H", "H", "H", "H", "H", "H", "C", "H", "H", "H", "C", "H", "C", "H", "H", "H", "H", "H", "H", "C", "H", "C", "H", "C", "H", "H", "H", "H", "Si", "H", "H", "H", "C", "H", "H", "H", "H", "H", "C", "H", "O", "O", "C", "H", "H", "C", "H", "H", "H", "C", "H", "C", "H", "C", "C", "H", "F", "Si", "C", "H", "C", "C", "H"],
  "xyz": [[-4.8550, -5.1629, 0.6545], [-3.5845, 2.6901, 1.6079], [-6.5137, -4.8836, 2.4331], [4.9659, 7.0717, -4.8675], [3.9824, 6.5245, -2.3158], [4.7133, -0.2017, 0.8976], [-3.3746, 1.5620, 0.2463], [0.1527, -2.3636, -0.0493], [4.1788, 5.4756, -2.0753], [-1.5821, -0.5218, -1.7080], [-6.9329, -6.2157, 1.3851], [7.0515, 5.3904, -2.1044], [6.5477, 7.0505, -3.3693], [0.2234, 2.1567, -1.0979], [-0.0893, -1.0426, -2.5864], [3.2248, 4.9516, -2.1966], [7.5723, 7.4265, -3.2956], [6.0063, 7.3825, -4.7548], [5.9700, 7.5869, -2.6110], [-0.4740, -3.4339, -1.9347], [-2.0871, -2.5014, -0.2433], [-5.6650, -6.4803, 4.1598], [2.2045, -0.1691, -1.0804], [-2.4435, 3.9914, -0.0112], [-6.2055, -8.8897, 3.9385], [-2.4861, -1.5814, 0.2341], [4.9350, -2.1219, 1.9148], [-2.1186, -3.3326, 0.4901], [-1.0823, 1.5286, 2.1931], [-6.7641, -8.6406, 2.2812], [4.6161, 5.3558, -0.6206], [0.6182, 2.7703, -0.2490], [-3.5998, -6.1282, 3.2765], [-0.7793, -3.0712, -2.9375], [-3.6914, -5.4267, 2.4424], [-1.1790, -4.2511, -1.6535], [-0.5502, -0.9098, -1.5738], [-4.1340, -0.6185, 3.5877], [-2.7468, -5.4840, 1.8916], [5.3217, 3.8175, -2.8281], [0.5609, -3.8339, -1.9504], [-1.9556, 1.5802, -1.3178], [0.7346, 2.5487, -2.0080], [4.5247, -1.7787, 0.9450], [-4.8461, 0.9894, 3.1785], [-3.8550, -4.0101, 2.9796], [-4.1355, -0.1060, 1.8723], [-6.3378, -6.8107, 3.3631], [-4.5823, -6.8334, 1.0864], [0.3824, 0.1383, 0.7547], [4.7563, 4.9130, -4.0662], [-3.9008, -3.2872, 2.1613], [3.3886, 1.0331, -0.9634], [6.5978, 6.8914, -5.5310], [4.7715, 4.3099, -0.3468], [-5.0528, -8.4352, 2.6869], [-2.0788, 1.0921, 1.9408], [5.5419, 5.9019, -0.4295], [-1.0096, 3.3686, 0.9384], [5.0502, -2.1813, 0.0600], [3.6724, 1.5551, -2.2993], [5.5997, 0.1060, 1.5005], [6.5600, 5.5513, -3.0685], [-1.5264, 3.2352, -1.9114], [-2.7468, 0.8378, 3.1781], [4.8251, 0.2528, -0.4552], [5.1855, 4.8797, -3.0599], [-4.7611, -3.9069, 3.5798], [3.8312, 0.2175, 1.4419], [-0.6330, -2.3006, -0.8289], [-7.3522, -6.7185, 3.7620], [-2.7296, -2.7274, -1.1268], [3.8496, 5.7665, 0.0398], [-6.0721, -8.2773, 3.0444], [-3.0071, -3.7464, 3.6155], [-1.3383, 2.4792, -1.1238], [3.4290, -1.9556, 0.9254], [-4.0388, 0.2707, 2.9176], [-2.8182, 2.1348, 1.0279], [7.1878, 5.0464, -3.8106], [3.0811, 2.2049, 0.1784], [0.6086, 0.3427, -0.6891], [-1.8331, 3.0940, 0.2487], [6.0487, 8.4594, -4.9303], [-4.8225, -5.8518, 1.5058], [-6.2119, -5.8952, 2.1449], [-1.8880, 0.1553, 1.3687]],
  "lowdin_charge": [0.1071, 0.1146, 0.1002, 0.0645, 0.0987, -0.3179, 0.1016, 0.1101, -0.2676, 0.0688, 0.1092, 0.1013, -0.2720, -0.2667, 0.0791, 0.0976, 0.1038, -0.1145, 0.0980, -0.0885, -0.0876, 0.0981, -0.3016, 0.1057, 0.0690, 0.0504, 0.0713, 0.0662, 0.1166, 0.0748, -0.1075, 0.0620, 0.0998, 0.0752, -0.2703, 0.0674, -0.2420, 0.0873, 0.0976, 0.0985, 0.0762, 0.0732, 0.0761, -0.0675, 0.0913, -0.1181, 0.0855, -0.2721, 0.1011, 0.0200, 0.1011, 0.0561, 0.3939, 0.0746, 0.0614, 0.0650, -0.2462, 0.0669, 0.1027, 0.0793, 0.0319, 0.1170, -0.2284, 0.1020, -0.1932, -0.2301, -0.2297, 0.0673, 0.0995, -0.4263, 0.1039, 0.0880, 0.0724, -0.1139, 0.0749, -0.2197, 0.0633, -0.1122, -0.1733, 0.1095, -0.1510, 0.5629, -0.1890, 0.0686, -0.2279, -0.2299, 0.0844],
  "multiplicity": 1,
  "gap_ev": 10.42,
  "e_tot_ha": -1853.34866,
  "e_homo_ev": -9.6
}

=====

{
  "formula": "C4H10N2",
  "method": "ωB97M-V with the def2-TZVPD basis set",
  "elements": ["C", "H", "C", "H", "C", "H", "H", "N", "N", "H", "H", "H", "H", "H", "H", "C"],
  "xyz": [[-1.1178, -1.4671, -2.1175], [-1.0603, -0.4356, -2.4201], [-2.0705, -1.8628, -1.2676], [-2.8093, -1.1651, -1.0104], [1.2666, 1.8859, 1.6795], [-0.3824, -3.2474, -2.6503], [2.5333, 1.8825, 3.4895], [-0.0118, 1.8198, 2.2203], [-0.3655, -2.2631, -2.9835], [-2.0351, -2.7936, -0.7709], [-0.7947, 2.2477, 1.8344], [-0.1460, -2.1306, -3.9419], [3.3393, 2.2037, 1.8607], [-0.1774, 1.4259, 3.1087], [1.3808, 1.8591, 0.5963], [2.4510, 2.0408, 2.3730]],
  "lowdin_charge": [-0.2924, 0.0897, -0.0289, 0.0201, -0.2787, 0.0986, 0.0599, 0.0352, 0.0154, 0.0300, 0.0537, 0.0678, -0.0013, 0.0679, 0.0915, -0.0283],
  "multiplicity": 1,
  "gap_ev": 9.08,
  "smiles": "C=CN.C=CN",
  "relative_energy_kj_mol": 260.4,
  "e_tot_ha": -267.82615,
  "e_homo_ev": -8.0
}